# 1
Density functional theory data (the ωB97M-V functional and the def2-TZVPD basis) for a structure of composition C43H42N3O6P2S2V.

The energy above the lowest of the compared OMol25 structures with the same formula, charge and spin comes out at 0.00 kcal/mol. Its LUMO energy is -7.44 eV. The calculation puts the energy at -4702.171462 a.u. The value obtained for the max |F| is 0.84 eV/A.

Geometry as ORCA input:
```
! wB97M-V def2-TZVPD RIJCOSX def2/J DEFGRID3
* xyz 2 1
V 0.608 0.234 -0.279
O 3.667 -3.227 2.655
C 4.368 -2.915 1.556
C 5.575 -3.582 1.351
C 6.327 -3.326 0.226
C 5.904 -2.398 -0.734
C 4.719 -1.735 -0.544
C 3.934 -1.977 0.601
C 2.686 -1.281 0.754
O 2.270 -0.474 -0.228
N 1.921 -1.384 1.798
N 0.828 -0.536 1.642
C 0.211 -0.219 2.732
C -0.904 0.683 2.800
C -1.567 0.922 4.010
C -2.630 1.801 4.048
C -3.044 2.457 2.885
C -2.400 2.245 1.680
C -1.334 1.358 1.654
O -0.673 1.129 0.501
H 2.878 -2.664 2.714
H 5.897 -4.293 2.100
H 7.265 -3.849 0.089
H 6.511 -2.200 -1.606
H 4.375 -1.007 -1.266
H 0.582 -0.667 3.650
H -1.237 0.412 4.906
H -3.142 1.988 4.982
H -3.876 3.148 2.928
H -2.694 2.742 0.764
C -0.759 -6.009 -5.660
S -1.534 -4.553 -6.390
C -2.317 -3.837 -4.928
C -1.326 -3.168 -3.983
C -2.043 -2.490 -2.823
N -1.154 -1.631 -2.012
P -0.201 -2.074 -0.722
C 1.126 -3.157 -1.235
C 1.680 -2.987 -2.508
C 2.744 -3.774 -2.907
C 3.268 -4.726 -2.039
C 2.738 -4.885 -0.767
C 1.679 -4.091 -0.353
C -1.240 -2.934 0.465
C -1.391 -4.323 0.423
C -2.299 -4.943 1.269
C -3.065 -4.188 2.145
C -2.947 -2.804 2.164
C -2.045 -2.180 1.321
P -1.028 0.046 -2.185
C -0.496 0.340 -3.862
C -1.458 0.448 -4.870
C -1.056 0.486 -6.195
C 0.293 0.422 -6.515
C 1.250 0.321 -5.513
C 0.860 0.275 -4.186
C -2.680 0.680 -1.890
C -3.123 1.882 -2.446
C -4.408 2.327 -2.180
C -5.250 1.590 -1.357
C -4.813 0.394 -0.804
C -3.533 -0.062 -1.070
H -0.309 -6.564 -6.481
H -1.504 -6.643 -5.180
H 0.026 -5.746 -4.952
H -2.904 -4.605 -4.418
H -3.020 -3.098 -5.319
H -0.759 -2.419 -4.543
H -0.614 -3.904 -3.603
H -2.516 -3.219 -2.158
H -2.840 -1.846 -3.204
H 1.260 -2.260 -3.192
H 3.160 -3.654 -3.898
H 4.099 -5.343 -2.356
H 3.156 -5.617 -0.090
H 1.292 -4.201 0.652
H -0.814 -4.919 -0.270
H -2.411 -6.018 1.240
H -3.769 -4.678 2.805
H -3.564 -2.214 2.831
H -1.985 -1.101 1.314
H -2.512 0.494 -4.625
H -1.796 0.567 -6.980
H 0.602 0.460 -7.551
H 2.300 0.292 -5.767
H 1.611 0.211 -3.409
H -2.470 2.467 -3.076
H -4.753 3.253 -2.621
H -6.253 1.944 -1.157
H -5.474 -0.192 -0.178
H -3.212 -1.010 -0.657
C 1.281 4.075 -0.534
S 0.931 2.944 -1.843
O 1.418 1.560 -1.257
O 1.734 3.242 -2.977
O -0.501 2.837 -1.990
H 2.312 4.405 -0.635
H 1.120 3.586 0.423
H 0.595 4.911 -0.655
*
```

---

# 2
Density functional theory data (the ωB97M-V functional and the def2-TZVPD basis) for a structure of composition C6H20HgN3S at a distorted geometry.

The energy above the lowest of the compared OMol25 structures with the same formula, charge and spin comes out at 67.12 kcal/mol. Its LUMO energy (spin up / spin down) is 2.44 / 2.45 eV. The calculation puts the energy at -956.194507 a.u. The value obtained for the max |F| is 4.14 eV/A.

Geometry as ORCA input:
```
! wB97M-V def2-TZVPD RIJCOSX def2/J DEFGRID3
* xyz -1 1
C -2.388 -4.340 -1.948
Hg -0.855 -0.004 -2.600
N -3.647 1.214 -1.920
H -3.079 -5.225 -2.437
H -4.165 0.679 -1.226
H -2.017 -5.244 -1.495
H -3.134 -3.982 -2.697
H -2.507 -3.653 -1.044
H -1.405 -3.871 -2.302
H -3.896 2.193 -1.868
H -3.956 0.864 -2.827
C -0.658 2.349 1.986
N 0.692 1.703 1.762
C 0.957 0.527 2.654
C 1.187 1.486 0.526
S 0.149 1.938 -0.782
N 2.389 0.880 0.353
C 3.573 0.911 1.291
C 2.658 0.265 -0.932
H -0.781 2.431 3.083
H -1.472 1.740 1.533
H -0.635 3.350 1.512
H 1.219 -0.350 2.015
H 1.808 0.740 3.320
H 0.079 0.290 3.257
H 3.640 0.051 1.974
H 4.452 0.847 0.663
H 3.660 1.830 1.876
H 1.795 -0.325 -1.223
H 2.805 1.069 -1.628
H 3.534 -0.363 -0.875
*
```

---

# 3
Density functional theory data (the ωB97M-V functional and the def2-TZVPD basis) for a cluster of 7 separate species, C21H56O21S7 in total at a distorted geometry.

The energy above the lowest of the compared OMol25 structures with the same formula, charge and spin comes out at 130.88 kcal/mol. Its LUMO energy is 0.13 eV. As for the SMILES: CCOS(C)(=O)=O.CCOS(C)(=O)=O.CCOS(C)(=O)=O.CCOS(C)(=O)=O.CCOS(C)(=O)=O.CCOS(C)(=O)=O.CCOS(C)(=O)=O. The calculation puts the energy at -5200.802640 a.u. The value obtained for the max |F| is 4.36 eV/A.

Geometry as ORCA input:
```
! wB97M-V def2-TZVPD RIJCOSX def2/J DEFGRID3
* xyz 0 1
C 5.891 3.606 4.950
C 6.867 2.572 4.371
O 7.682 2.035 5.385
S 8.758 0.875 4.893
C 9.690 0.736 6.514
O 8.093 -0.452 4.786
O 9.691 1.430 3.913
H 5.681 4.388 4.220
H 6.287 4.123 5.825
H 4.970 3.215 5.384
H 6.441 1.742 3.808
H 7.569 3.118 3.741
H 10.298 -0.156 6.361
H 8.970 0.695 7.331
H 10.392 1.550 6.695
C -5.251 -1.840 -1.127
C -5.898 -2.232 -2.436
O -4.883 -2.662 -3.284
S -5.013 -2.492 -4.919
C -4.750 -0.644 -5.028
O -3.822 -3.038 -5.480
O -6.352 -2.898 -5.399
H -4.737 -2.587 -0.522
H -6.117 -1.504 -0.556
H -4.601 -1.006 -1.391
H -6.611 -3.053 -2.356
H -6.394 -1.303 -2.714
H -3.808 -0.583 -4.483
H -5.448 -0.068 -4.420
H -4.598 -0.286 -6.046
C -5.651 1.666 5.404
C -6.307 0.720 6.446
O -7.628 0.220 6.133
S -8.078 -1.232 6.794
C -8.191 -0.582 8.559
O -9.424 -1.552 6.328
O -6.967 -2.146 6.618
H -6.255 2.572 5.454
H -5.630 1.169 4.434
H -4.607 1.859 5.648
H -5.648 -0.147 6.493
H -6.305 1.181 7.434
H -7.301 0.040 8.654
H -8.281 -1.431 9.236
H -9.049 0.090 8.535
C 1.564 -1.428 -2.479
C 2.227 -0.025 -2.298
O 1.083 0.874 -2.075
S 0.823 1.603 -0.589
C 1.142 0.238 0.619
O 1.807 2.684 -0.347
O -0.644 1.905 -0.417
H 2.252 -2.226 -2.759
H 0.891 -1.374 -3.334
H 0.892 -1.644 -1.649
H 3.023 0.082 -1.561
H 2.691 0.191 -3.260
H 1.237 0.706 1.598
H 2.032 -0.326 0.339
H 0.356 -0.516 0.570
C 5.783 -5.914 -12.014
C 4.972 -5.119 -10.929
O 4.923 -3.695 -11.191
S 4.353 -2.764 -9.893
C 2.536 -3.227 -9.813
O 5.037 -3.197 -8.683
O 4.430 -1.359 -10.317
H 5.106 -6.050 -12.858
H 6.054 -6.889 -11.609
H 6.671 -5.320 -12.230
H 3.986 -5.580 -10.871
H 5.502 -5.196 -9.980
H 2.485 -4.009 -9.056
H 2.215 -3.622 -10.777
H 2.025 -2.380 -9.353
C -1.209 -2.912 9.774
C -0.040 -2.054 9.267
O 1.150 -2.806 8.987
S 2.538 -1.944 8.724
C 3.000 -2.005 10.481
O 3.441 -2.808 7.974
O 2.230 -0.602 8.233
H -2.071 -2.246 9.817
H -0.976 -3.264 10.779
H -1.469 -3.669 9.034
H -0.364 -1.628 8.318
H 0.086 -1.295 10.040
H 2.278 -2.661 10.969
H 3.019 -0.989 10.876
H 3.981 -2.460 10.613
C -4.814 6.312 -6.344
C -3.379 6.723 -6.765
O -2.736 5.447 -7.046
S -1.096 5.275 -7.181
C -0.486 5.915 -5.559
O -0.779 3.830 -7.232
O -0.595 6.261 -8.163
H -5.149 5.605 -7.103
H -5.413 7.212 -6.481
H -4.866 5.950 -5.317
H -3.491 7.253 -7.711
H -2.692 7.295 -6.141
H -0.529 6.999 -5.663
H 0.501 5.490 -5.376
H -1.198 5.650 -4.777
*
```

---

# 4
Density functional theory data (the ωB97M-V functional and the def2-TZVPD basis) for a structure of composition C62H50ClF9IrN4O5P2S at a distorted geometry.

The energy above the lowest of the compared OMol25 structures with the same formula, charge and spin comes out at 14.76 kcal/mol. Its LUMO energy is -3.47 eV. The calculation puts the energy at -5532.065833 a.u. The value obtained for the max |F| is 3.07 eV/A.

Geometry as ORCA input:
```
! wB97M-V def2-TZVPD RIJCOSX def2/J DEFGRID3
* xyz 1 1
Ir -0.541 0.028 0.352
Cl -2.238 1.367 2.106
C -2.742 2.784 1.224
C -3.803 3.501 1.754
C -4.241 4.636 1.095
C -3.628 5.035 -0.086
C -2.579 4.297 -0.602
C -2.110 3.155 0.052
P -0.715 2.232 -0.675
C 0.714 3.333 -0.487
C 0.616 4.538 0.204
C 1.720 5.372 0.305
C 2.927 5.009 -0.268
C 3.040 3.796 -0.933
C 1.944 2.958 -1.033
C -1.181 2.344 -2.438
C -0.438 3.048 -3.380
C -0.923 3.197 -4.673
C -2.140 2.643 -5.034
C -2.868 1.908 -4.106
C -2.390 1.753 -2.816
H -4.276 3.168 2.667
H -5.067 5.202 1.501
H -3.973 5.918 -0.606
H -2.113 4.603 -1.529
H -0.314 4.834 0.668
H 1.631 6.308 0.840
H 3.781 5.668 -0.191
H 3.979 3.503 -1.383
H 2.052 2.016 -1.547
H 0.504 3.507 -3.111
H -0.349 3.765 -5.391
H -2.524 2.786 -6.035
H -3.812 1.460 -4.386
H -2.965 1.191 -2.094
F -4.844 -4.917 5.478
C -4.323 -3.739 5.856
F -3.764 -3.925 7.060
F -5.341 -2.886 6.011
C -3.314 -3.245 4.850
C -2.057 -3.842 4.816
C -1.129 -3.422 3.886
C -1.446 -2.406 2.978
C -2.701 -1.823 3.021
C -3.640 -2.242 3.959
P -0.128 -1.890 1.812
C 1.192 -1.590 3.026
C 0.951 -0.530 3.901
C 1.866 -0.213 4.884
C 3.025 -0.968 5.006
C 3.258 -2.044 4.167
C 2.340 -2.357 3.173
C 3.989 -0.673 6.128
F 5.242 -1.029 5.819
F 4.003 0.628 6.445
F 3.650 -1.347 7.240
C 0.202 -3.472 0.962
C -0.863 -4.354 0.785
C -0.710 -5.504 0.029
C 0.511 -5.779 -0.564
C 1.584 -4.916 -0.391
C 1.426 -3.765 0.360
C 0.692 -6.986 -1.446
F 1.118 -6.618 -2.671
F -0.444 -7.669 -1.614
F 1.606 -7.832 -0.956
H -1.810 -4.623 5.521
H -0.150 -3.885 3.867
H -2.973 -1.062 2.311
H -4.621 -1.789 3.987
H 0.047 0.058 3.807
H 1.695 0.628 5.542
H 4.156 -2.635 4.283
H 2.526 -3.209 2.538
H -1.825 -4.147 1.233
H -1.542 -6.181 -0.104
H 2.539 -5.143 -0.848
H 2.267 -3.097 0.463
O 2.796 1.061 1.724
C 1.781 1.679 1.989
O 0.571 1.421 1.582
C 1.856 2.903 2.848
C 0.724 3.433 3.455
C 0.792 4.587 4.241
C 2.027 5.171 4.372
O 2.352 6.301 5.053
C 3.765 6.460 4.913
O 4.239 5.427 4.052
C 3.160 4.642 3.769
C 3.114 3.508 3.006
H -0.226 2.941 3.308
H -0.079 5.006 4.723
H 4.241 6.369 5.892
H 3.977 7.433 4.467
H 3.989 3.091 2.532
C -4.889 -4.626 -2.664
C -3.643 -3.831 -2.435
C -2.438 -4.167 -3.041
C -1.334 -3.426 -2.676
N -1.396 -2.395 -1.838
C -2.606 -2.114 -1.342
S -2.805 -0.715 -0.281
N -3.717 -2.808 -1.591
H -4.954 -4.973 -3.693
H -5.764 -4.034 -2.411
H -4.881 -5.507 -2.019
H -2.366 -4.984 -3.744
H -0.348 -3.677 -3.053
C 0.884 1.376 -7.163
C 1.532 0.045 -6.824
N 1.330 -0.386 -5.438
C 0.411 -1.487 -5.203
C -1.046 -1.071 -5.339
C 2.090 0.202 -4.499
O 2.887 1.093 -4.751
C 2.060 -0.280 -3.066
C 3.293 -0.628 -2.515
C 3.379 -0.903 -1.170
C 2.250 -0.761 -0.382
N 1.080 -0.396 -0.898
C 0.968 -0.196 -2.226
H 1.035 1.595 -8.220
H 1.342 2.173 -6.580
H -0.186 1.357 -6.964
H 2.608 0.115 -6.994
H 1.137 -0.747 -7.461
H 0.602 -1.895 -4.210
H 0.644 -2.275 -5.923
H -1.281 -0.254 -4.657
H -1.702 -1.910 -5.115
H -1.262 -0.734 -6.353
H 4.166 -0.658 -3.153
H 4.314 -1.184 -0.708
H 2.302 -0.866 0.686
H -0.011 0.077 -2.589
*
```

---

# 5
Density functional theory data (the ωB97M-V functional and the def2-TZVPD basis) for an isolated molecule of C18H26FN3O4S at a distorted geometry.

The energy above the lowest of the compared OMol25 structures with the same formula, charge and spin comes out at 1.38 kcal/mol. Its LUMO energy is 0.45 eV. As for the SMILES: O=C(NCCN1CCOCC1)[C@@H]1CCCN(S(=O)(=O)c2ccc(F)cc2)C1. The calculation puts the energy at -1664.781800 a.u. The value obtained for the max |F| is 1.07 eV/A.

Geometry as ORCA input:
```
! wB97M-V def2-TZVPD RIJCOSX def2/J DEFGRID3
* xyz 0 1
O -2.489 -2.960 0.330
C -1.458 -2.368 0.077
N -1.181 -1.835 -1.124
C -2.205 -1.593 -2.111
C -2.347 -0.080 -2.309
N -2.618 0.586 -1.046
C -2.193 1.978 -1.050
C -2.442 2.585 0.329
O -3.796 2.497 0.706
C -4.221 1.153 0.701
C -4.017 0.498 -0.664
C -0.408 -2.136 1.169
C -0.970 -0.965 2.002
C 0.141 -0.261 2.773
C 1.098 0.407 1.777
N 1.113 -0.347 0.546
S 1.696 0.360 -0.811
O 1.249 1.720 -0.828
O 1.348 -0.495 -1.913
C 3.475 0.338 -0.601
C 4.087 1.399 0.040
C 5.449 1.358 0.279
C 6.159 0.241 -0.133
F 7.481 0.192 0.099
C 5.554 -0.826 -0.779
C 4.191 -0.771 -1.010
C 1.008 -1.778 0.688
H -0.336 -1.302 -1.273
H -1.929 -2.059 -3.063
H -3.127 -2.049 -1.745
H -1.393 0.298 -2.687
H -3.125 0.126 -3.063
H -1.124 2.024 -1.270
H -2.745 2.566 -1.805
H -2.192 3.648 0.329
H -1.814 2.066 1.070
H -5.280 1.168 0.964
H -3.667 0.583 1.461
H -4.303 -0.552 -0.596
H -4.665 1.000 -1.406
H -0.365 -3.039 1.784
H -1.738 -1.339 2.679
H -1.434 -0.248 1.321
H 0.679 -0.987 3.385
H -0.276 0.494 3.439
H 2.111 0.481 2.204
H 0.758 1.411 1.516
H 3.490 2.251 0.324
H 5.963 2.168 0.771
H 6.148 -1.671 -1.089
H 3.676 -1.569 -1.521
H 1.752 -2.134 1.414
H 1.234 -2.235 -0.276
*
```

---

What did the fifth record say?
Density functional theory data (the ωB97M-V functional and the def2-TZVPD basis) for an isolated molecule of C18H26FN3O4S at a distorted geometry.

The energy above the lowest of the compared OMol25 structures with the same formula, charge and spin comes out at 1.38 kcal/mol. Its LUMO energy is 0.45 eV. As for the SMILES: O=C(NCCN1CCOCC1)[C@@H]1CCCN(S(=O)(=O)c2ccc(F)cc2)C1. The calculation puts the energy at -1664.781800 a.u. The value obtained for the max |F| is 1.07 eV/A.

Geometry as ORCA input:
```
! wB97M-V def2-TZVPD RIJCOSX def2/J DEFGRID3
* xyz 0 1
O -2.489 -2.960 0.330
C -1.458 -2.368 0.077
N -1.181 -1.835 -1.124
C -2.205 -1.593 -2.111
C -2.347 -0.080 -2.309
N -2.618 0.586 -1.046
C -2.193 1.978 -1.050
C -2.442 2.585 0.329
O -3.796 2.497 0.706
C -4.221 1.153 0.701
C -4.017 0.498 -0.664
C -0.408 -2.136 1.169
C -0.970 -0.965 2.002
C 0.141 -0.261 2.773
C 1.098 0.407 1.777
N 1.113 -0.347 0.546
S 1.696 0.360 -0.811
O 1.249 1.720 -0.828
O 1.348 -0.495 -1.913
C 3.475 0.338 -0.601
C 4.087 1.399 0.040
C 5.449 1.358 0.279
C 6.159 0.241 -0.133
F 7.481 0.192 0.099
C 5.554 -0.826 -0.779
C 4.191 -0.771 -1.010
C 1.008 -1.778 0.688
H -0.336 -1.302 -1.273
H -1.929 -2.059 -3.063
H -3.127 -2.049 -1.745
H -1.393 0.298 -2.687
H -3.125 0.126 -3.063
H -1.124 2.024 -1.270
H -2.745 2.566 -1.805
H -2.192 3.648 0.329
H -1.814 2.066 1.070
H -5.280 1.168 0.964
H -3.667 0.583 1.461
H -4.303 -0.552 -0.596
H -4.665 1.000 -1.406
H -0.365 -3.039 1.784
H -1.738 -1.339 2.679
H -1.434 -0.248 1.321
H 0.679 -0.987 3.385
H -0.276 0.494 3.439
H 2.111 0.481 2.204
H 0.758 1.411 1.516
H 3.490 2.251 0.324
H 5.963 2.168 0.771
H 6.148 -1.671 -1.089
H 3.676 -1.569 -1.521
H 1.752 -2.134 1.414
H 1.234 -2.235 -0.276
*
```